94
Properties=species:S:1:pos:R:3:forces:R:3:lowdin_charge:R:1 method="wB97M-V/def2-TZVPD" relative_energy_ev=0.000 homo_lumo_gap_ev=5.7
Sr -0.432654 -19.082829 -10.627181 0.6 -0.9 -0.3 1.246
Te -2.173534 -22.960545 -8.646194 -0.7 0.0 -0.8 1.216
C -3.782848 -24.348635 -8.669902 -0.7 -0.2 -0.2 -0.545
C -4.146206 -25.053158 -9.814828 0.2 -0.1 0.6 -0.136
C -5.266445 -25.875848 -9.772227 0.2 0.3 -0.6 -0.163
N -6.062605 -26.015413 -8.722728 -0.3 -0.3 0.2 0.047
C -5.727965 -25.350604 -7.627692 0.6 0.3 0.0 -0.163
C -4.615850 -24.517568 -7.569852 0.4 0.3 0.2 -0.141
C -2.464135 -22.404273 -10.748162 0.8 0.1 0.3 -0.928
P -3.236038 -20.742230 -10.768763 0.4 -0.5 -0.1 0.774
C -3.808131 -20.466609 -12.518840 -0.1 -0.4 -0.1 -0.353
C -4.348641 -21.459684 -13.355368 0.2 0.5 -0.4 -0.089
C -4.678548 -21.152412 -14.674315 0.1 -0.1 0.3 -0.078
C -4.477414 -19.872774 -15.199141 -0.2 -0.5 0.2 -0.090
C -3.940451 -18.895692 -14.394802 0.0 0.2 0.6 -0.087
C -3.626112 -19.198982 -13.057098 0.0 0.2 -0.6 -0.129
C -4.775889 -21.027252 -9.844188 -0.3 0.1 0.7 -0.409
C -5.639073 -22.092832 -10.120354 0.3 0.1 -0.7 -0.101
C -6.795697 -22.281563 -9.383484 0.0 -0.2 0.0 -0.079
C -7.095689 -21.428881 -8.324288 -0.6 0.0 0.0 -0.082
C -6.241969 -20.381426 -8.027604 0.4 0.0 0.2 -0.094
C -5.066573 -20.215991 -8.737710 -0.2 -0.3 -1.0 -0.134
P -0.725426 -22.166633 -11.335208 -0.5 -0.5 0.0 0.789
C 0.114748 -23.765804 -10.891437 0.1 0.0 -0.1 -0.416
C -0.310355 -25.015725 -11.360753 0.3 0.2 -0.3 -0.098
C 0.327146 -26.166284 -10.912162 -0.8 -0.4 -0.4 -0.089
C 1.331153 -26.115340 -9.960311 0.2 -0.6 -0.3 -0.098
C 1.809243 -24.900192 -9.539343 -0.3 0.7 0.3 -0.081
C 1.186681 -23.743256 -9.996101 0.0 0.5 0.0 -0.127
C -0.781250 -22.200011 -13.191681 0.0 -0.3 -0.2 -0.352
C -1.576602 -23.041227 -13.986453 0.2 0.6 -0.2 -0.088
C -1.601189 -22.884129 -15.376831 0.0 -0.5 0.9 -0.086
C -0.805786 -21.940184 -15.985436 0.2 0.2 -0.8 -0.104
C 0.032621 -21.140968 -15.235850 0.2 0.2 0.8 -0.083
C 0.047324 -21.280453 -13.835709 -0.5 -0.3 -1.0 -0.114
H -3.537121 -24.947221 -10.689695 0.1 0.0 -0.5 0.070
H -5.567349 -26.425333 -10.658713 0.1 0.0 0.0 0.100
H -6.352854 -25.491726 -6.759057 -0.2 0.1 0.1 0.099
H -4.376073 -23.945814 -6.690205 -0.2 0.0 0.4 0.082
H -4.460332 -22.485261 -13.026952 0.0 0.1 0.2 0.095
H -5.071333 -21.945749 -15.298098 -0.1 0.1 -0.1 0.104
H -4.753025 -19.635525 -16.214946 0.0 -0.1 -0.2 0.100
H -3.803073 -17.895841 -14.802034 0.1 -0.1 0.2 0.101
H -3.217824 -18.420223 -12.428559 0.1 0.2 0.2 0.047
H -5.401606 -22.777669 -10.946968 -0.1 0.4 0.5 0.100
H -7.430575 -23.123718 -9.653083 0.0 0.2 0.2 0.110
H -8.020746 -21.549226 -7.750451 0.4 -0.1 -0.2 0.108
H -6.432627 -19.679555 -7.230026 -0.3 -0.1 0.2 0.099
H -4.401717 -19.415871 -8.484314 0.3 0.3 0.1 0.072
H -1.090211 -25.116532 -12.117319 0.1 0.2 0.3 0.093
H -0.018691 -27.129227 -11.316421 0.2 0.4 0.3 0.109
H 1.754075 -27.040858 -9.592821 0.1 0.0 0.0 0.102
H 2.595011 -24.801844 -8.798373 0.0 -0.2 -0.1 0.108
H 1.522337 -22.794679 -9.592457 0.0 0.1 -0.1 0.078
H -2.197986 -23.777881 -13.506905 -0.2 -0.1 0.1 0.089
H -2.220628 -23.514806 -15.992647 -0.2 -0.2 0.0 0.102
H -0.819981 -21.858783 -17.074694 0.0 0.1 0.3 0.107
H 0.667435 -20.399599 -15.717728 0.0 -0.2 0.1 0.097
H 0.726079 -20.713048 -13.243660 0.5 0.5 0.4 0.052
C -5.269233 -16.713150 -9.410370 -0.7 -0.2 0.4 -0.439
Se -3.584537 -15.989194 -10.000434 0.4 -0.2 0.1 0.839
C -4.255798 -15.257212 -11.677174 -0.6 -1.4 -0.4 -0.608
C -3.283969 -14.318513 -12.316317 0.2 0.6 -0.2 -0.580
Se -1.574886 -15.239918 -12.568705 -0.3 -0.2 0.0 0.854
C -0.458351 -13.749118 -13.070572 -0.2 0.0 -0.5 -0.398
H -5.685755 -17.458385 -10.115304 0.3 0.4 0.4 0.040
H -5.962381 -15.875736 -9.266939 0.0 -0.3 -0.2 0.023
H -5.129531 -17.174493 -8.415068 0.1 0.1 -0.6 0.018
H -5.180614 -14.743866 -11.446766 -0.2 0.2 0.1 0.067
H -4.521499 -16.125330 -12.345473 0.3 0.8 0.5 0.078
H -3.132419 -13.423265 -11.699092 0.1 -0.3 0.0 0.076
H -3.716473 -13.985499 -13.266995 0.4 -0.1 0.0 0.077
H -0.277662 -13.096025 -12.234989 0.0 0.2 0.3 0.022
H -0.922707 -13.202958 -13.901544 0.3 -0.2 0.2 0.035
H 0.478674 -14.202315 -13.379974 0.1 0.1 -0.1 -0.001
O 2.204856 -20.505859 -9.231819 -1.4 -0.4 1.6 -0.043
N 2.675967 -20.212634 -10.315955 1.1 0.8 -0.3 -0.623
O 3.886063 -20.148889 -10.471013 0.2 -0.1 -0.6 0.022
O 1.882511 -19.886014 -11.251326 -0.3 0.3 -0.5 -0.263
N 4.302981 -15.702860 -10.284735 0.1 0.0 -0.6 0.165
C 4.030875 -15.265755 -11.567493 -0.2 0.1 0.1 -0.479
O 4.506485 -14.261152 -12.062616 -0.1 -0.4 0.3 0.075
C 2.997799 -16.062526 -12.321560 0.0 -0.6 -0.5 -0.112
C 3.001457 -16.081695 -13.714690 -0.2 0.0 0.5 0.018
C 2.057352 -16.849480 -14.384437 0.8 0.4 -0.5 -0.040
C 1.122656 -17.568440 -13.684366 -0.5 0.2 1.0 -0.126
N 1.063676 -17.521244 -12.325226 0.2 -0.1 -0.7 -0.044
C 2.026257 -16.835007 -11.694048 -0.2 0.3 -0.1 -0.106
H 5.039593 -15.183565 -9.829003 0.0 -0.1 0.0 0.112
H 4.284575 -16.701213 -10.093458 0.0 0.3 -0.1 0.109
H 3.736216 -15.502480 -14.246759 0.1 0.1 -0.1 0.126
H 2.111016 -16.880025 -15.466013 -0.2 -0.1 0.1 0.116
H 0.378977 -18.153119 -14.238328 0.1 0.1 0.5 0.116
H 2.038159 -16.816886 -10.609908 -0.3 -0.2 0.1 0.116